This record from the OMol25 dataset describes a gas-phase ion, C21H29N2O4 (charge +1). The level of theory is the ωB97M-V functional and the def2-TZVPD basis.

Atoms and positions in Å:
C: 4.27 4.64 0.33
O: 3.80 3.70 -0.61
C: 4.01 2.38 -0.38
C: 4.58 1.85 0.78
C: 4.72 0.48 0.92
C: 4.30 -0.38 -0.09
O: 4.45 -1.76 0.00
C: 3.86 -2.41 1.10
C: 2.37 -2.69 0.77
O: 2.27 -3.05 -0.59
C: 1.50 -1.42 1.01
N: 0.41 -1.43 0.02
C: 0.07 -0.10 -0.52
C: -0.95 -0.27 -1.67
N: -2.13 -0.97 -1.25
C: -3.24 -0.27 -0.72
C: -4.47 -0.90 -0.66
C: -5.59 -0.25 -0.18
C: -5.51 1.07 0.24
O: -6.54 1.81 0.73
C: -7.82 1.22 0.79
C: -4.28 1.72 0.16
C: -3.16 1.06 -0.30
C: -1.80 -2.26 -0.69
C: -0.82 -2.12 0.49
C: 3.75 0.15 -1.25
C: 3.61 1.51 -1.40
H: 5.35 4.57 0.47
H: 4.03 5.62 -0.10
H: 3.76 4.54 1.29
H: 4.93 2.49 1.57
H: 5.19 0.08 1.81
H: 4.39 -3.36 1.21
H: 3.94 -1.84 2.03
H: 2.00 -3.52 1.37
H: 3.11 -2.80 -1.01
H: 1.10 -1.41 2.02
H: 2.11 -0.53 0.85
H: 0.81 -2.02 -0.75
H: 0.97 0.39 -0.89
H: -0.36 0.50 0.28
H: -1.23 0.70 -2.07
H: -0.48 -0.85 -2.47
H: -4.57 -1.92 -1.01
H: -6.53 -0.79 -0.16
H: -8.48 2.00 1.19
H: -8.18 0.93 -0.20
H: -7.84 0.36 1.46
H: -4.22 2.75 0.48
H: -2.23 1.62 -0.35
H: -2.70 -2.75 -0.33
H: -1.35 -2.88 -1.47
H: -0.55 -3.10 0.87
H: -1.27 -1.52 1.28
H: 3.46 -0.52 -2.06
H: 3.19 1.94 -2.30

The SMILES is COc1ccc(OC[C@H](O)C[NH+]2CCN(c3ccc(OC)cc3)CC2)cc1. As for the HOMO-LUMO gap: 8.16 eV. The multiplicity is 1. The net charge is +1. The total energy comes out at -1227.8181 Eh. The energy above the lowest of the compared OMol25 structures with the same formula, charge and spin is 2.0 kcal per mole.

Population analysis type natural (NBO), resulting atomic charges in e:
1 C -0.26
2 O -0.48
3 C 0.30
4 C -0.30
5 C -0.21
6 C 0.22
7 O -0.53
8 C -0.08
9 C 0.05
10 O -0.73
11 C -0.26
12 N -0.39
13 C -0.25
14 C -0.22
15 N -0.44
16 C 0.09
17 C -0.21
18 C -0.28
19 C 0.30
20 O -0.48
21 C -0.26
22 C -0.25
23 C -0.20
24 C -0.22
25 C -0.24
26 C -0.27
27 C -0.24
28 H 0.19
29 H 0.21
30 H 0.18
31 H 0.23
32 H 0.22
33 H 0.22
34 H 0.19
35 H 0.20
36 H 0.51
37 H 0.23
38 H 0.25
39 H 0.47
40 H 0.24
41 H 0.22
42 H 0.24
43 H 0.20
44 H 0.21
45 H 0.23
46 H 0.21
47 H 0.18
48 H 0.18
49 H 0.23
50 H 0.19
51 H 0.24
52 H 0.20
53 H 0.23
54 H 0.23
55 H 0.22
56 H 0.24



This record from the OMol25 dataset describes 2 unconnected molecules or ions with the total composition C3H7N2P in a non-equilibrium geometry. The level of theory is the ωB97M-V functional and the def2-TZVPD basis.

Atoms and positions in Å:
C: -1.80 1.45 0.45
P: -0.78 0.65 -0.61
N: -0.08 -0.79 -0.75
C: 0.16 -1.64 0.30
H: -1.99 1.15 1.47
H: -2.19 2.39 0.22
H: -1.19 1.11 -1.87
H: 0.72 -1.02 1.11
H: -0.72 -2.14 0.73
H: 0.88 -2.44 -0.14
C: 2.27 0.38 -0.35
N: 1.89 1.06 0.51
H: 2.83 -0.17 -1.06

The SMILES is C=[PH]=NC.C#N. As for the HOMO-LUMO gap: 8.51 eV. The multiplicity is 1. The net charge is 0. The total energy comes out at -569.2281 Eh. The energy above the lowest of the compared OMol25 structures with the same formula, charge and spin is 39.8 kcal per mole.

Population analysis type natural (NBO), resulting atomic charges in e:
1 C -0.98
2 P 1.35
3 N -0.96
4 C -0.43
5 H 0.24
6 H 0.24
7 H -0.01
8 H 0.19
9 H 0.19
10 H 0.19
11 C 0.11
12 N -0.36
13 H 0.24